Entry from the OMol25 dataset: C8H12N3OS as an isolated structure at a distorted geometry (ωB97M-V/def2-TZVPD).

Results
Gap between HOMO and LUMO (eV): 9.933
Net charge: +1
HOMO level (eV): -13.35
Relative energy (zero: lowest compared OMol25 entry of this formula, charge and spin) (kJ/mol): 137.8
Spin multiplicity: 1

The geometry in XYZ format:
```
25
Properties=species:S:1:pos:R:3:forces:R:3:lowdin_charge:R:1
S -0.61310 -0.92606 1.63015 0.5 -0.1 0.3 1.0654
O -0.30334 -1.84825 -2.78048 0.1 -1.2 0.3 -0.0402
N 1.27426 1.26467 1.70051 2.2 -0.8 2.4 -0.0796
N 0.17531 1.09728 -0.07908 2.1 0.1 1.9 -0.0801
N 1.01376 2.21340 -0.25758 -0.7 -1.2 0.8 0.1641
C 1.87890 0.89227 2.98456 3.0 -1.1 -1.4 0.0094
C 0.41679 0.43829 1.13780 -2.7 2.4 -4.7 -0.4335
C -1.54888 -1.30001 -2.41887 -1.9 0.1 -0.1 -0.1272
C 0.22209 -1.62201 -1.46276 1.3 3.1 -0.7 -0.1056
C -0.99723 -0.74879 -1.09324 0.5 0.1 -1.1 -0.4699
C -1.66431 -1.28139 0.11344 0.2 3.2 0.2 -0.3240
C -0.85763 0.75687 -1.02933 1.2 0.5 -0.4 -0.0558
C 1.70515 2.29917 0.84792 -0.9 -0.7 -0.2 -0.0385
H 2.88467 1.32604 3.04876 -0.7 0.9 0.4 0.1104
H -1.85613 -2.26069 -0.14715 0.0 -2.6 0.9 0.0842
H 1.25033 1.03298 3.79599 -1.1 0.7 1.5 0.0800
H -2.00048 -0.64792 -3.18587 0.6 0.2 0.3 0.1440
H -2.37357 -2.01647 -2.20313 0.6 -0.2 -0.2 0.1381
H 1.11709 -0.96463 -1.58405 -0.2 -0.8 0.3 0.1419
H -1.73865 1.19991 -0.62718 -1.1 0.3 0.0 0.1348
H 0.43747 -2.40492 -0.74249 -0.2 -0.7 -0.5 0.1259
H 2.50327 3.06692 1.09892 -1.3 -1.3 -0.3 0.1771
H 2.25811 -0.15078 2.98841 -1.0 0.1 -0.4 0.1164
H -2.59771 -0.75036 0.19285 -0.5 0.0 0.7 0.1019
H -0.58616 1.33449 -1.92810 -0.2 -0.8 0.0 0.1609
```
Positions in Å, forces in eV/Å.

---

Entry from the OMol25 dataset: a 7-piece molecular cluster, C28H39N6O5PS overall at a distorted geometry (ωB97M-V/def2-TZVPD).

Results
Gap between HOMO and LUMO (eV): 8.373
Net charge: 0
Structure (SMILES): O=S1(=O)C[C@@H](P(O)O)CCO1.c1cc[nH]c1.c1cc[nH]c1.c1cc[nH]c1.c1cc[nH]c1.c1cc[nH]c1.c1cc[nH]c1
HOMO level (eV): -7.85
Spin multiplicity: 1

The geometry in XYZ format:
```
80
Properties=species:S:1:pos:R:3:forces:R:3:lowdin_charge:R:1
S 1.10072 -1.83561 -4.50276 -1.3 0.3 0.0 0.6183
P 4.40603 -1.36099 -1.97991 -0.3 0.7 -0.2 0.8498
O 3.87854 -2.38951 -0.81305 0.2 -0.3 -0.5 -0.2739
O 0.54096 -1.20441 -5.65356 0.3 0.0 -0.2 -0.2641
O 0.34933 -1.75749 -3.28118 0.0 -0.1 0.4 -0.2939
O 5.97112 -1.80580 -2.14881 -0.3 -0.5 0.3 -0.2670
O 1.20946 -3.39755 -4.84381 0.6 0.3 0.0 -0.2148
N -2.64396 2.25350 4.46097 0.0 0.0 -0.1 0.0081
N 0.35346 -0.37797 6.29581 0.0 0.0 0.0 0.0191
N 0.17417 4.29722 -5.35383 0.0 0.0 0.0 -0.0014
N -4.69439 3.80336 0.20318 0.0 -0.1 -0.1 0.0050
N 0.47435 -0.95464 0.72986 0.1 0.0 -0.1 0.0186
N -2.41217 -2.12756 -1.68120 0.2 0.0 -0.2 0.0206
C 1.74023 -1.94386 7.01714 0.0 0.0 0.0 -0.1165
C -0.23255 -0.93522 7.39651 0.0 0.0 0.0 -0.1429
C 1.31583 3.98374 -6.03847 0.0 0.0 0.0 -0.1451
C -1.66137 3.25269 6.17280 0.0 0.0 0.0 -0.1051
C 2.57425 -3.87419 -4.78247 0.2 0.3 0.1 -0.1789
C 3.14979 -3.51702 -3.41278 0.4 -0.5 -0.3 -0.1901
C -4.67690 3.14382 -0.99815 0.0 0.0 0.1 -0.1321
C -3.57867 -1.60144 0.12320 0.0 -0.1 0.0 -0.0993
C -2.62918 -1.14985 -0.75712 0.0 0.1 0.1 -0.1756
C 1.48681 2.62685 -5.96575 0.0 0.0 0.0 -0.1089
C -2.94672 2.44648 0.25797 0.0 -0.1 0.0 -0.1172
C -3.60334 2.29398 -0.99191 0.0 0.0 -0.1 -0.1151
C 2.72622 -1.15782 -4.16443 1.1 -0.7 -0.4 -0.2249
C 2.20961 0.06049 1.65663 0.0 0.0 0.0 -0.1152
C -1.29953 2.19734 4.21729 0.0 -0.1 0.0 -0.1492
C 3.78814 -2.14277 -3.56616 -0.6 0.0 0.6 -0.4278
C -3.64506 3.38072 0.97099 0.0 0.1 0.2 -0.1484
C -2.87453 2.89734 5.64573 0.0 0.0 0.0 -0.1367
C 1.19708 0.20648 0.74332 -0.1 0.0 0.0 -0.1500
C 2.09208 -1.24276 2.21223 0.0 0.0 0.0 -0.1229
C 1.55452 -0.98290 6.05759 0.0 0.0 0.0 -0.1435
C 1.01142 -1.84290 1.61941 0.0 0.0 0.0 -0.1374
C -3.94756 -2.90785 -0.29753 0.0 0.0 0.0 -0.1069
C -0.66074 2.81075 5.26368 0.1 0.0 0.0 -0.1263
C -3.20333 -3.20473 -1.41261 -0.1 0.1 0.1 -0.1321
C 0.60264 -1.91391 7.86874 0.0 0.0 0.0 -0.1188
C 0.40422 2.10100 -5.20851 0.0 0.0 0.1 -0.1049
C -0.38814 3.15730 -4.84627 0.0 0.0 0.0 -0.1347
H 0.22975 1.06882 -4.96139 -0.1 0.0 -0.1 0.0625
H 2.57385 -0.32311 -3.47967 -0.4 0.0 -0.1 0.0772
H 2.95205 0.80319 1.89678 0.0 0.0 0.0 0.0901
H 2.17103 -0.67986 5.22881 0.0 0.0 0.0 0.0918
H 2.59457 -2.59480 7.09962 0.0 0.0 0.0 0.0854
H 6.41769 -1.58451 -1.32536 0.4 0.1 0.0 0.0498
H -3.96294 -1.05734 0.96965 0.0 0.0 0.0 0.0893
H -2.06236 1.93092 0.59733 0.0 0.0 0.0 0.0784
H -5.42690 3.33138 -1.74673 0.0 0.0 0.0 0.1065
H -3.47521 3.78001 1.95723 0.0 0.0 0.0 0.0990
H -1.50677 3.77159 7.10356 0.0 0.0 0.0 0.0912
H -5.37292 4.48864 0.47771 0.0 0.0 0.0 0.1435
H -0.19462 5.22254 -5.23995 0.0 0.0 0.0 0.1418
H -3.31914 1.63540 -1.79506 0.0 0.0 0.0 0.0839
H 2.34643 -3.50560 -2.67625 -0.1 -0.1 0.0 0.1100
H 2.72600 -1.68892 2.96010 0.0 0.0 0.0 0.0877
H -3.87585 3.04541 6.01165 0.0 0.0 0.0 0.1055
H 0.41968 -2.53717 8.72803 0.0 0.0 0.0 0.0854
H 2.91871 -2.31107 -0.72757 -0.1 0.1 0.5 0.0410
H -1.29952 3.19510 -4.27425 0.0 0.0 0.0 0.1030
H 3.11182 -0.76027 -5.10054 -0.3 0.1 -0.1 0.1074
H 0.40563 2.92833 5.36641 0.0 0.0 0.0 0.0962
H -1.18910 -0.58912 7.74877 0.0 0.0 0.0 0.1040
H -1.75615 -2.04343 -2.43929 0.1 -0.1 -0.1 0.1105
H -3.35154 1.87545 3.85689 0.0 0.0 0.0 0.1374
H 2.29676 2.07182 -6.40943 0.0 0.0 0.0 0.0864
H -0.04055 0.36666 5.74490 0.0 0.1 0.0 0.1048
H 1.90409 4.74749 -6.51713 0.0 0.0 0.0 0.1032
H 2.62073 -4.93082 -5.02285 -0.6 -0.1 0.1 0.1305
H 4.62414 -2.25685 -4.25565 0.1 0.3 0.0 0.1144
H 3.84703 -4.29354 -3.09958 0.2 0.2 0.1 0.1281
H -4.67005 -3.55702 0.16774 0.0 0.0 0.0 0.0882
H 3.12257 -3.34359 -5.56530 0.2 -0.2 -0.1 0.1260
H -0.33275 -1.12746 0.15480 -0.1 -0.1 0.0 0.1021
H 0.93325 1.03283 0.10454 0.0 0.0 0.0 0.1061
H -2.09072 -0.21796 -0.80405 -0.1 0.1 0.0 0.0903
H 0.58096 -2.82032 1.75493 0.0 0.0 0.0 0.1108
H -3.16974 -4.08634 -2.02894 0.0 0.0 0.0 0.1071
H -0.91274 1.72921 3.32674 0.0 0.0 0.0 0.1057
```
Positions in Å, forces in eV/Å.

---

Entry from the OMol25 dataset: one molecule with the formula C2H4N4OS at a distorted geometry (ωB97M-V/def2-TZVPD).

Results
Gap between HOMO and LUMO (eV): 8.441
Net charge: 0
Structure (SMILES): Nn1cnc(=S)n1O
HOMO level (eV): -8.76
Relative energy (zero: lowest compared OMol25 entry of this formula, charge and spin) (kJ/mol): 295.3
Spin multiplicity: 1

The geometry in XYZ format:
```
12
Properties=species:S:1:pos:R:3:forces:R:3:lowdin_charge:R:1
S -2.29134 -0.03086 0.09856 -3.2 0.2 -0.2 0.7621
O -0.12144 1.81396 -0.27292 0.0 0.0 0.1 -0.0188
N -0.14251 -1.62550 -0.13463 1.1 -1.3 0.2 0.0997
N 2.63566 0.48638 0.30902 -0.6 1.6 -2.5 0.0882
N 1.38030 0.01713 -0.19549 0.5 -1.0 0.7 -0.1313
N 0.16987 0.58040 0.27532 1.6 -0.6 -0.3 -0.1294
C -0.77214 -0.44131 0.07054 1.7 0.7 0.2 -0.9214
C 1.12317 -1.33927 -0.20998 0.4 1.6 0.5 -0.1070
H 3.20135 -0.23614 0.73694 -0.2 -0.1 -0.2 0.0745
H -1.10020 1.71822 -0.39510 0.0 0.2 0.0 0.0167
H 3.06998 0.89614 -0.57533 -0.2 -0.8 2.1 0.1262
H 2.05233 -1.92153 -0.10310 -1.0 -0.5 -0.6 0.1405
```
Positions in Å, forces in eV/Å.

---

Entry from the OMol25 dataset: one molecule with the formula C26H21ClF9NO4S at a distorted geometry (ωB97M-V/def2-TZVPD).

Results
Gap between HOMO and LUMO (eV): 8.009
Net charge: 0
Structure (SMILES): C#Cc1cc(CCCCC(F)(F)C(F)(F)S(F)(F)(F)(F)F)c2c(c1[C@H](Cl)CC)C(=O)N(OC(=O)c1ccccc1)C2=O
HOMO level (eV): -9.22
Relative energy (zero: lowest compared OMol25 entry of this formula, charge and spin) (kJ/mol): 0.0
Spin multiplicity: 1

The geometry in XYZ format:
```
63
Properties=species:S:1:pos:R:3:forces:R:3:lowdin_charge:R:1
Cl 4.61576 3.59167 1.12372 -1.3 -0.1 -0.2 0.5706
S -4.72465 0.30183 -2.16061 -2.4 0.4 -3.8 0.9472
F -3.94468 2.62733 -1.13250 0.7 -2.6 0.2 0.0855
F -2.32123 1.64835 0.92272 -1.7 -0.8 -1.2 0.0434
F -5.75193 -0.47572 -3.18239 1.3 0.8 1.4 -0.1512
F -5.78615 1.59100 -2.19773 1.2 -2.1 0.4 -0.1722
F -5.55723 -0.34097 -0.90697 1.5 0.6 -1.3 -0.1475
F -4.00096 0.97970 -3.50812 -0.8 -1.0 1.8 -0.1723
F -2.27860 1.25388 -1.67964 -2.4 -0.5 1.1 0.0787
F -3.70390 -0.97638 -2.30494 -1.2 1.5 0.9 -0.1558
F -4.48871 1.21928 1.23796 1.6 -0.7 -2.0 0.0733
O 3.80744 -2.52984 -3.56799 -0.7 0.3 2.2 0.1590
O 3.53172 0.91402 -1.55494 -1.4 -0.4 1.6 0.1346
O 1.41560 -2.64028 0.48094 0.8 1.5 -1.3 0.1126
O 3.42647 -1.72190 -1.45025 0.3 -1.4 -1.4 0.0286
N 2.31642 -1.00273 -1.06712 -1.1 1.1 3.1 0.0296
C 2.10576 0.90028 0.53672 -1.5 -1.0 2.1 0.0276
C 2.12659 -4.95906 -1.75781 -2.1 1.1 -1.0 -0.0175
C 2.71356 5.77705 -0.67921 -0.1 0.0 0.2 -0.1198
C 3.14326 -2.56912 -2.55934 -0.5 -1.5 -1.7 -0.3372
C 2.88943 3.40509 0.48691 -1.2 -0.3 -1.2 -0.5980
C -2.46911 -0.92690 2.16379 0.4 -0.5 0.3 -0.1557
C -0.00440 -1.50499 3.01831 0.4 -0.6 -0.4 -0.1545
C 1.72374 4.62313 3.98505 -1.0 -0.7 0.3 0.1100
C 1.41891 -0.30125 1.14314 0.5 3.0 -0.3 0.0235
C 1.39828 2.33536 2.52459 -0.5 -1.2 -0.5 -0.1002
C -3.39665 0.85073 0.41879 1.2 -0.4 2.5 -0.3381
C 1.95423 -3.61780 -2.43987 -2.0 -0.7 0.3 -0.1023
C 2.75130 0.38973 -0.78776 0.7 0.7 -0.7 -0.2695
C 0.64769 -3.18722 -3.04757 0.2 -3.0 1.5 -0.0176
C 2.11527 4.78652 0.43528 1.0 1.3 0.7 -0.2631
C 0.95999 -5.87906 -1.64217 -0.5 2.9 -1.7 -0.0657
C 1.68539 -1.49521 0.16842 -0.8 -0.3 2.1 -0.2765
C 1.37751 3.64958 3.32235 1.5 -0.8 -0.3 -0.0872
C 2.11638 2.23552 1.19673 -0.5 -1.8 0.8 -0.0923
C -1.27009 -2.00275 2.20061 -0.6 0.0 -0.3 -0.1801
C -3.55369 1.28237 -1.09253 2.0 2.9 0.6 -0.3553
C -2.92352 -0.64369 0.66228 -0.5 -0.1 0.3 -0.0839
C 0.67904 -0.21789 2.43735 1.0 1.8 -0.8 -0.0956
C 0.67995 1.13290 3.12023 1.3 -0.2 -2.5 0.0606
C -0.53322 -4.12266 -2.93680 2.9 -0.7 1.1 -0.0640
C -0.35287 -5.44628 -2.24811 1.8 1.5 0.1 -0.0775
H 3.54285 6.41351 -0.23066 -1.0 -0.9 -0.6 0.0738
H -1.52484 -3.80310 -3.37044 1.3 -0.6 0.6 0.0918
H 2.29355 5.32158 1.42642 -0.5 -0.9 -1.2 0.0829
H 1.00592 -6.88350 -1.12873 0.1 1.4 -0.7 0.0978
H -1.21945 -6.16045 -2.12538 1.0 1.1 -0.3 0.0909
H -1.66498 -2.95442 2.68416 0.7 1.1 -0.6 0.1182
H 0.14257 1.28825 4.10229 0.7 -0.3 -1.3 0.1226
H 3.02612 3.07935 -0.59757 0.0 0.3 1.6 0.0934
H 0.76986 -2.34126 2.94150 -1.0 1.1 0.2 0.1224
H -2.09433 -0.01691 2.71477 -0.6 -0.7 -0.8 0.1040
H 0.54724 -2.19389 -3.57711 0.2 -1.3 0.8 0.1136
H -3.34177 -1.35814 2.75714 1.1 0.8 -0.8 0.1208
H -0.98990 -2.28647 1.13179 -0.1 0.4 1.5 0.1013
H 0.99406 4.68667 0.32762 1.3 -0.4 0.0 0.1209
H 3.15152 -5.21182 -1.35080 -1.5 0.3 -0.5 0.1150
H -2.06473 -0.83831 -0.04443 -0.9 0.3 0.7 0.1241
H -3.74441 -1.40187 0.43638 1.0 1.2 0.0 0.1331
H 3.14519 5.20642 -1.55238 -0.5 0.6 0.9 0.0730
H 1.91987 6.49722 -1.06866 1.0 -1.1 0.5 0.0770
H 1.85206 5.45279 4.73215 -0.1 -1.3 -1.5 0.0670
H -0.28454 -1.42930 4.11040 0.4 0.4 -1.2 0.1222
```
Positions in Å, forces in eV/Å.